C22H30AlBCl51NO3PS as an isolated structure in a non-equilibrium geometry, computed with wB97M-V/def2-TZVPD.

Cartesian coordinates (Å):
C1 2.397 -1.211 2.889
C2 2.268 -0.888 1.349
O1 0.908 -1.070 0.978
Al1 0.135 0.490 0.384
N1 0.405 0.630 -1.543
C3 0.548 -0.487 -1.927
S1 0.748 -2.051 -2.421
B1 0.700 2.200 1.435
C4 0.602 3.640 0.682
O2 1.201 2.195 2.792
P1 -2.193 0.245 0.761
C5 -2.289 0.037 2.658
O3 -2.749 -1.222 0.076
H1 1.523 -0.780 3.461
H2 2.290 -2.330 2.995
H3 3.392 -0.953 3.343
H4 2.868 -1.690 0.806
H5 2.718 0.098 1.038
H6 1.052 3.620 -0.350
H7 1.090 4.474 1.272
H8 -0.474 3.970 0.540
H9 2.173 2.139 2.706
H10 -3.187 -0.542 2.986
H11 -2.222 1.072 3.085
H12 -1.326 -0.481 2.957
H13 -3.715 -1.238 -0.034
C6 3.152 -5.544 2.900
Cl1 1.475 -4.997 2.844
Cl2 4.256 -4.206 2.563
Cl3 3.518 -6.274 4.471
H14 3.289 -6.299 2.133
C7 -3.273 -3.410 -3.692
Cl4 -2.859 -2.242 -4.955
Cl5 -2.931 -2.743 -2.098
Cl6 -4.979 -3.884 -3.812
H15 -2.662 -4.296 -3.834
C8 2.000 5.925 4.426
Cl7 0.673 6.463 3.396
Cl8 3.062 4.819 3.553
Cl9 2.916 7.316 5.035
H16 1.580 5.396 5.276
C9 -5.999 0.125 -1.789
Cl10 -5.787 -0.698 -0.237
Cl11 -7.700 0.551 -2.040
Cl12 -4.979 1.560 -1.873
H17 -5.698 -0.555 -2.581
C10 6.141 0.224 0.427
Cl13 4.652 1.147 0.197
Cl14 5.954 -0.949 1.732
Cl15 6.609 -0.589 -1.072
H18 6.930 0.918 0.700
C11 2.219 -5.591 -4.100
Cl16 1.121 -4.592 -3.146
Cl17 1.551 -5.888 -5.714
Cl18 3.811 -4.829 -4.218
H19 2.335 -6.543 -3.598
C12 -6.758 -2.235 -7.131
Cl19 -6.774 -1.386 -5.580
Cl20 -5.468 -3.441 -7.172
Cl21 -8.328 -2.992 -7.439
H20 -6.571 -1.508 -7.915
C13 5.295 8.449 2.487
Cl22 6.875 8.257 3.261
Cl23 4.941 10.161 2.218
Cl24 5.228 7.553 0.967
H21 4.539 8.045 3.153
C14 6.613 1.616 5.275
Cl25 8.028 2.678 5.221
Cl26 5.812 1.563 3.704
Cl27 7.073 -0.011 5.786
H22 5.913 2.017 6.000
C15 1.352 11.003 0.934
Cl28 -0.072 12.023 0.685
Cl29 1.063 9.836 2.227
Cl30 1.793 10.176 -0.563
H23 2.180 11.640 1.228
C16 0.955 -10.181 -4.776
Cl31 -0.381 -9.601 -5.775
Cl32 2.009 -11.253 -5.708
Cl33 1.874 -8.822 -4.119
H24 0.541 -10.746 -3.946
C17 -6.186 4.949 0.539
Cl34 -4.623 4.639 1.301
Cl35 -6.099 6.379 -0.501
Cl36 -6.714 3.539 -0.385
H25 -6.915 5.140 1.320
C18 9.752 6.859 1.431
Cl37 11.249 7.801 1.397
Cl38 8.962 6.889 -0.148
Cl39 10.076 5.196 1.934
H26 9.082 7.310 2.154
C19 5.386 -12.610 -7.617
Cl40 6.856 -11.629 -7.613
Cl41 4.598 -12.544 -9.198
Cl42 5.754 -14.282 -7.175
H27 4.703 -12.204 -6.878
C20 3.846 -0.565 8.155
Cl43 2.240 -0.759 8.866
Cl44 3.986 -1.508 6.669
Cl45 4.183 1.146 7.850
H28 4.580 -0.935 8.864
C21 -11.492 -0.046 -2.759
Cl46 -12.813 0.438 -3.829
Cl47 -10.410 -1.176 -3.581
Cl48 -10.601 1.373 -2.191
H29 -11.918 -0.548 -1.897
C22 -14.937 -1.229 -0.616
Cl49 -16.255 -0.740 -1.686
Cl50 -13.856 -2.362 -1.436
Cl51 -14.039 0.185 -0.049
H30 -15.365 -1.729 0.247

Properties
**2S+1**: 1
**Net charge**: -1
**Gap between HOMO and LUMO**: 5.374 eV
**Molar mass**: 2265.42 g/mol